Run P
Computed, not measured: 11 unconnected molecules or ions with the total composition C34H96N6O16, with ωB97M-V/def2-TZVPD.

Each line ends with the Mulliken charge.
Positions of all 152 atoms, in Å:
C  -6.607  1.935  -1.631  -0.772
O  -5.346  2.481  -1.518  -0.399
C  -4.336  1.589  -1.115  -0.764
C  -3.039  2.276  -0.690  1.358
C  -2.168  2.572  -1.850  -1.244
N  -2.348  1.274  0.193  0.196
H  -6.876  1.576  -0.592  0.320
H  -6.666  1.117  -2.372  0.250
H  -7.256  2.745  -1.842  0.317
H  -4.699  0.943  -0.270  0.470
H  -4.174  0.951  -1.989  0.279
H  -3.263  3.256  -0.258  -0.420
H  -2.665  3.318  -2.526  0.474
H  -1.854  1.642  -2.446  0.061
H  -1.207  3.069  -1.518  0.174
H  -2.728  1.139  1.113  0.221
H  -1.373  1.474  0.319  -0.590
C  3.453  -2.293  2.145  -1.173
O  2.707  -3.341  2.777  -0.133
C  1.924  -3.158  3.970  -0.840
C  1.598  -4.533  4.307  1.068
C  0.667  -4.633  5.528  -1.230
N  2.895  -5.197  4.590  -0.833
H  4.397  -2.621  1.651  0.377
H  3.855  -1.593  2.916  0.463
H  2.875  -1.572  1.547  0.342
H  2.548  -2.713  4.784  0.409
H  1.029  -2.522  3.781  0.314
H  1.131  -5.044  3.426  0.202
H  1.012  -5.331  6.331  0.401
H  -0.381  -4.911  5.251  0.249
H  0.650  -3.695  6.037  0.341
H  3.467  -5.202  3.761  0.239
H  2.701  -6.131  4.874  0.259
C  -2.337  3.289  2.685  -0.832
O  -3.671  3.582  2.312  -0.269
C  -3.999  4.892  2.037  -0.940
C  -5.402  4.905  1.412  1.294
C  -5.672  6.317  0.907  -1.584
N  -6.423  4.409  2.354  -0.751
H  -1.644  3.322  1.853  0.253
H  -2.278  2.255  3.125  0.188
H  -2.078  4.025  3.458  0.500
H  -4.081  5.427  2.997  0.539
H  -3.186  5.397  1.465  0.327
H  -5.403  4.186  0.556  -0.325
H  -4.972  6.655  0.124  0.332
H  -5.564  7.019  1.765  0.350
H  -6.659  6.457  0.501  0.411
H  -6.187  3.482  2.739  0.286
H  -6.494  4.945  3.190  0.273
C  -6.581  -2.634  -2.837  -0.724
O  -5.357  -2.215  -3.308  -0.394
C  -4.347  -2.251  -2.276  -0.542
C  -2.980  -1.839  -2.918  0.211
C  -2.300  -2.934  -3.765  -1.504
N  -2.055  -1.325  -1.880  0.772
H  -6.539  -3.649  -2.407  0.305
H  -7.376  -2.591  -3.604  0.284
H  -6.945  -1.954  -2.020  0.245
H  -4.692  -1.648  -1.427  0.493
H  -4.237  -3.287  -1.917  0.466
H  -3.189  -1.003  -3.626  0.212
H  -1.482  -2.559  -4.394  0.323
H  -3.083  -3.434  -4.375  0.416
H  -1.939  -3.727  -3.066  0.185
H  -1.819  -2.003  -1.162  -0.210
H  -2.491  -0.509  -1.460  -0.483
C  0.810  -4.081  -0.371  -0.999
O  -0.196  -5.046  -0.763  -0.104
C  0.143  -6.413  -0.747  -1.182
C  0.948  -6.770  -1.987  0.664
C  0.110  -6.489  -3.246  -1.220
N  1.262  -8.202  -1.941  -0.715
H  1.192  -3.497  -1.187  0.525
H  1.643  -4.417  0.255  0.472
H  0.315  -3.468  0.373  0.001
H  0.718  -6.615  0.122  0.448
H  -0.779  -6.958  -0.637  0.382
H  1.851  -6.194  -1.937  0.257
H  -0.014  -5.400  -3.372  0.020
H  -0.783  -7.077  -3.130  0.343
H  0.576  -6.876  -4.108  0.507
H  1.412  -8.560  -1.002  0.218
H  2.081  -8.413  -2.490  0.248
C  5.384  8.116  -2.309  -0.757
O  4.698  6.925  -2.293  -0.353
C  4.590  6.396  -0.976  -0.913
C  3.822  5.059  -0.811  0.474
C  2.288  5.301  -0.768  -1.348
N  4.300  4.416  0.333  -0.441
H  5.587  8.388  -3.338  0.257
H  6.281  7.980  -1.745  0.342
H  4.880  9.002  -1.906  0.285
H  5.557  6.282  -0.575  0.441
H  4.154  7.220  -0.344  0.332
H  4.064  4.459  -1.642  0.367
H  1.852  5.864  -1.579  0.454
H  2.062  5.942  0.068  0.444
H  1.702  4.354  -0.703  -0.065
H  3.894  4.659  1.220  0.011
H  5.367  4.467  0.360  0.281
O  2.992  -0.061  -3.460  -0.715
C  2.885  -1.517  -3.490  0.702
C  4.010  -2.076  -4.298  -0.846
O  3.822  -3.471  -4.672  -0.514
H  2.065  0.135  -3.175  0.337
H  2.965  -1.938  -2.454  -0.202
H  1.863  -1.775  -3.814  0.206
H  4.910  -1.840  -3.765  0.320
H  4.096  -1.478  -5.230  0.348
H  3.233  -3.468  -5.405  0.311
O  -2.730  -3.652  0.401  -0.449
C  -2.496  -3.206  1.694  0.169
C  -2.353  -4.309  2.657  -0.686
O  -1.183  -5.078  2.289  -0.429
H  -1.920  -4.045  0.008  0.157
H  -1.587  -2.528  1.725  -0.205
H  -3.282  -2.511  1.990  0.495
H  -3.257  -4.948  2.653  0.248
H  -2.210  -3.865  3.645  0.377
H  -0.454  -4.798  2.834  -0.205
O  4.936  0.956  -1.393  -0.647
C  5.023  0.118  -0.291  0.615
C  5.279  0.955  0.982  -0.905
O  4.294  1.855  1.260  -0.419
H  4.396  0.519  -2.106  0.348
H  4.103  -0.399  -0.031  -0.491
H  5.837  -0.583  -0.434  0.531
H  6.252  1.512  0.975  0.295
H  5.418  0.250  1.790  0.408
H  4.321  2.735  0.662  0.386
O  3.179  4.810  3.264  -0.590
C  2.471  3.581  3.521  -0.675
C  1.283  3.514  2.586  0.508
O  0.409  2.393  2.755  -0.569
H  2.728  5.486  3.817  0.318
H  3.126  2.728  3.210  0.035
H  2.032  3.603  4.492  0.492
H  1.573  3.572  1.556  -0.337
H  0.591  4.319  2.911  0.527
H  0.713  1.752  2.161  0.177
O  1.810  0.872  1.167  -0.171
C  1.433  1.019  -0.195  0.556
C  1.067  -0.438  -0.695  1.283
O  0.657  -0.443  -2.057  0.044
H  2.765  1.057  1.282  0.119
H  0.513  1.637  -0.282  -0.831
H  2.261  1.364  -0.835  0.326
H  0.204  -0.754  -0.036  -0.235
H  1.980  -1.093  -0.560  -0.696
H  -0.258  -0.694  -2.160  0.009

The HOMO energy comes out at -9.15 eV. Its structure (SMILES) is COC[C@H](C)N.COC[C@H](C)N.COC[C@H](C)N.COC[C@H](C)N.COC[C@H](C)N.COC[C@H](C)N.OCCO.OCCO.OCCO.OCCO.OCCO. The value obtained for the HOMO-LUMO gap is 0.3542 Eh. The lowest unoccupied orbital energy is 0.485 eV.

---

Run Q
Computed, not measured: 11 unconnected molecules or ions with the total composition C34H96N6O16, with ωB97M-V/def2-TZVPD.

Each line ends with the Mulliken charge.
Positions of all 152 atoms, in Å:
C  3.717  3.132  -2.757  -0.161
O  3.599  3.079  -4.178  -0.336
C  4.864  3.408  -4.809  -0.844
C  5.968  2.222  -4.642  0.751
C  7.184  2.579  -5.447  -1.701
N  5.365  1.048  -5.234  -0.690
H  2.743  2.948  -2.304  -0.609
H  3.998  4.104  -2.352  0.612
H  4.270  2.303  -2.316  0.338
H  4.688  3.800  -5.810  0.334
H  5.206  4.314  -4.309  0.469
H  6.272  1.948  -3.632  0.278
H  7.604  3.559  -5.218  0.382
H  6.946  2.617  -6.510  0.335
H  7.999  1.858  -5.389  0.407
H  5.105  1.407  -6.141  0.384
H  4.481  1.106  -4.748  -0.030
C  0.675  4.758  -3.037  -0.870
O  -0.354  4.005  -2.447  -0.334
C  -1.691  4.196  -3.031  -0.604
C  -2.316  5.538  -2.534  0.324
C  -2.274  5.697  -0.959  -1.232
N  -3.681  5.732  -3.008  -0.697
H  0.378  5.761  -3.344  0.436
H  0.984  4.198  -3.920  0.288
H  1.440  4.888  -2.272  0.130
H  -1.585  4.211  -4.116  0.404
H  -2.284  3.375  -2.628  0.121
H  -1.765  6.332  -3.036  0.419
H  -2.351  6.730  -0.618  0.420
H  -1.364  5.333  -0.483  0.311
H  -3.032  5.107  -0.442  0.069
H  -3.789  5.791  -4.010  0.290
H  -4.204  4.927  -2.695  0.314
C  -4.406  2.738  -0.433  -0.978
O  -4.976  3.547  -1.458  -0.219
C  -6.130  3.160  -2.122  -0.903
C  -7.241  2.769  -1.146  0.891
C  -8.487  2.162  -1.799  -1.569
N  -7.734  3.871  -0.380  -0.725
H  -3.348  2.947  -0.278  0.048
H  -4.644  1.712  -0.714  0.605
H  -4.968  2.949  0.477  0.244
H  -6.473  3.901  -2.844  0.390
H  -5.874  2.345  -2.799  0.401
H  -6.909  1.990  -0.460  0.174
H  -9.188  1.757  -1.069  0.370
H  -8.193  1.339  -2.450  0.356
H  -9.061  2.875  -2.390  0.353
H  -8.171  3.588  0.485  0.248
H  -7.011  4.516  -0.095  0.236
C  -0.056  -4.992  5.045  -0.859
O  0.925  -4.345  4.303  -0.181
C  1.994  -3.831  5.000  -1.045
C  2.885  -3.001  4.006  0.343
C  3.928  -2.063  4.548  -1.308
N  1.982  -2.108  3.209  1.637
H  0.249  -5.740  5.776  0.364
H  -0.810  -5.427  4.388  0.105
H  -0.626  -4.230  5.577  0.270
H  1.606  -3.123  5.733  0.428
H  2.569  -4.685  5.357  0.391
H  3.349  -3.757  3.373  0.391
H  4.523  -2.543  5.326  0.491
H  3.468  -1.196  5.023  0.196
H  4.606  -1.808  3.734  0.241
H  1.263  -2.603  2.700  -1.338
H  2.583  -1.717  2.498  0.187
C  1.333  -3.831  -3.396  -0.452
O  2.535  -3.098  -3.528  -0.426
C  2.931  -2.428  -2.323  0.760
C  3.464  -1.001  -2.676  1.356
C  2.487  -0.242  -3.612  -0.792
N  4.821  -1.150  -3.251  -0.826
H  0.552  -3.209  -2.960  0.061
H  1.502  -4.701  -2.761  0.238
H  1.025  -4.149  -4.392  0.359
H  2.130  -2.240  -1.609  -1.002
H  3.650  -3.031  -1.770  0.514
H  3.538  -0.353  -1.803  -0.421
H  2.433  -0.778  -4.560  0.359
H  2.809  0.765  -3.879  0.016
H  1.491  0.013  -3.249  -0.086
H  5.120  -0.365  -3.812  0.189
H  4.781  -1.848  -3.980  0.362
C  -1.264  -7.260  1.908  -0.896
O  -0.351  -6.202  1.755  -0.231
C  -0.483  -5.565  0.535  -1.402
C  0.202  -4.183  0.496  1.525
C  1.699  -4.267  0.460  -1.660
N  -0.228  -3.512  1.709  0.089
H  -2.172  -6.832  2.331  0.278
H  -0.919  -7.962  2.668  0.238
H  -1.420  -7.856  1.009  0.406
H  -0.007  -6.311  -0.102  0.684
H  -1.495  -5.397  0.166  0.477
H  -0.175  -3.600  -0.345  0.104
H  2.130  -4.781  -0.399  0.470
H  2.003  -4.699  1.413  0.368
H  2.198  -3.298  0.498  -0.056
H  -1.161  -3.884  1.814  -0.476
H  0.253  -4.063  2.406  -0.246
O  -2.016  1.279  2.052  -0.465
C  -0.965  2.144  2.495  0.492
C  -1.471  3.574  2.988  -0.545
O  -0.342  4.303  3.385  -0.545
H  -1.697  0.573  1.485  -0.073
H  -0.374  1.715  3.305  0.195
H  -0.162  2.311  1.778  -0.031
H  -2.120  3.487  3.859  0.272
H  -2.126  3.970  2.212  0.183
H  -0.514  5.231  3.210  0.320
O  -2.882  -1.030  6.091  -0.633
C  -2.279  -0.438  4.934  -0.611
C  -1.018  -1.198  4.551  1.371
O  0.012  -0.846  5.491  -0.791
H  -2.263  -1.068  6.824  0.375
H  -3.074  -0.541  4.195  0.078
H  -1.956  0.603  4.941  0.367
H  -0.838  -0.923  3.512  -0.551
H  -1.087  -2.282  4.645  -0.008
H  0.832  -1.076  5.049  0.187
O  -4.303  -3.525  -0.090  -0.640
C  -3.263  -2.662  0.319  0.231
C  -3.443  -2.391  1.819  -0.029
O  -3.190  -3.568  2.574  -0.536
H  -4.273  -4.156  0.633  0.387
H  -2.336  -3.228  0.228  -0.136
H  -3.093  -1.764  -0.275  0.122
H  -4.337  -1.840  2.111  0.593
H  -2.638  -1.677  1.993  -0.304
H  -3.893  -3.617  3.225  0.315
O  -0.632  -0.868  0.443  1.930
C  -0.223  -0.560  -0.878  0.639
C  -0.627  0.788  -1.394  -0.572
O  0.486  1.616  -1.445  -0.159
H  -0.439  -1.778  0.681  -1.145
H  0.862  -0.637  -0.803  -0.751
H  -0.506  -1.392  -1.523  0.334
H  -1.311  1.203  -0.654  -0.114
H  -1.150  0.754  -2.350  0.492
H  0.282  2.446  -1.881  0.317
O  4.186  -0.837  1.326  -0.569
C  4.124  0.540  1.690  -0.919
C  2.718  1.096  1.720  0.231
O  2.157  0.850  2.936  -0.562
H  4.973  -0.995  0.799  0.288
H  4.621  0.688  2.648  0.355
H  4.768  1.148  1.054  0.593
H  2.074  0.814  0.887  -0.261
H  2.896  2.171  1.710  0.536
H  2.019  -0.099  2.985  -0.080

The HOMO energy comes out at -8.93 eV. Its structure (SMILES) is COC[C@H](C)N.COC[C@H](C)N.COC[C@H](C)N.COC[C@H](C)N.COC[C@H](C)N.COC[C@H](C)N.OCCO.OCCO.OCCO.OCCO.OCCO. The value obtained for the HOMO-LUMO gap is 0.3452 Eh. The lowest unoccupied orbital energy is 0.465 eV.

---

Which of them is most stable, and which least? Most stable: run P; least stable: run Q.

---

Run P
Computed, not measured: a single C7H10N2O2S molecule, with ωB97M-V/def2-TZVPD.

Each line ends with the natural charge from an NBO analysis.
Positions of all 22 atoms, in Å:
C  0.330  -2.062  -3.421  -0.620
C  -0.617  -0.872  -2.873  -0.225
C  -0.596  0.171  -2.061  0.208
C  -0.779  1.304  -1.382  -0.296
C  -0.687  2.585  -1.904  0.262
N  -0.786  3.715  -2.050  -0.301
C  -1.422  1.312  -0.012  -0.226
N  -0.422  1.775  0.919  -0.856
S  0.517  0.498  1.451  2.284
C  0.429  0.899  3.207  -0.876
O  1.892  0.585  1.085  -0.942
O  -0.127  -0.751  1.154  -0.947
H  -0.252  -2.775  -3.965  0.224
H  0.886  -2.429  -2.557  0.236
H  1.140  -1.742  -4.044  0.230
H  -1.461  -0.826  -3.410  0.219
H  -2.256  2.108  0.077  0.217
H  -1.893  0.426  0.307  0.253
H  0.137  2.448  0.463  0.406
H  1.322  0.770  3.775  0.251
H  0.152  1.993  2.884  0.256
H  -0.464  0.453  3.656  0.244

The HOMO energy comes out at -9.98 eV. Its structure (SMILES) is CC=C=C(C#N)CNS(C)(=O)=O. The value obtained for the HOMO-LUMO gap is 0.3796 Eh. The lowest unoccupied orbital energy is 0.355 eV.

---

Run Q
Computed, not measured: a molecular structure, C7H10N2O2S, with ωB97M-V/def2-TZVPD.

Each line ends with the natural charge from an NBO analysis.
Positions of all 22 atoms, in Å:
C  -2.883  -0.443  0.012  -0.432
C  0.594  1.225  0.108  -0.070
C  -2.977  1.013  -0.004  0.668
C  -1.820  -1.074  -0.542  0.702
C  -4.054  -1.268  0.454  -0.586
C  2.155  -0.204  -1.177  -0.425
C  2.681  0.943  0.930  -0.378
N  -1.871  1.696  -0.519  -0.807
N  1.739  0.623  -0.088  -0.412
O  -3.937  1.566  0.513  -0.616
O  -1.125  -1.940  -0.768  -0.481
S  -0.566  0.881  -1.152  0.496
H  -4.957  -1.271  -0.124  0.216
H  -4.246  -0.813  1.369  0.236
H  -3.813  -2.268  0.464  0.211
H  2.717  0.222  -1.972  0.216
H  2.641  -1.216  -0.917  0.222
H  1.260  -0.467  -1.594  0.204
H  3.473  1.659  0.478  0.190
H  2.250  1.335  1.742  0.225
H  3.392  0.065  1.291  0.195
H  -2.134  2.674  -0.533  0.427

The HOMO energy comes out at -8.59 eV. The value obtained for the HOMO-LUMO gap is 0.3268 Eh. The lowest unoccupied orbital energy is 0.302 eV.

---

Which of them is most stable, and which least? Most stable: run Q; least stable: run P.